{"formula": "C11H15Cl2F3N2O13Pd", "method": "ωB97M-V with the def2-TZVPD basis set", "s2": 2.004, "total_charge": 0, "spin_multiplicity": 3, "homo_energy_ha": [-0.308, -0.308], "homo_lumo_gap_ev": [8.83, 7.05], "elements": ["Pd", "Cl", "Cl", "C", "N", "O", "O", "H", "H", "H", "C", "N", "O", "O", "H", "H", "H", "C", "C", "O", "C", "O", "O", "F", "H", "H", "H", "C", "C", "O", "C", "O", "O", "F", "H", "H", "H", "C", "C", "O", "C", "O", "O", "F", "H", "H", "H"], "positions_angstrom": [[22.615, 7.427, -6.467], [24.166, 8.316, -8.078], [21.046, 6.364, -4.885], [18.594, 7.655, -9.050], [20.055, 7.397, -9.112], [20.513, 6.959, -10.150], [20.702, 7.720, -8.138], [18.182, 7.622, -10.052], [18.440, 8.661, -8.672], [18.160, 6.919, -8.380], [24.678, 9.600, -2.660], [24.789, 8.655, -3.823], [23.883, 8.681, -4.632], [25.686, 7.845, -3.790], [24.478, 8.960, -1.809], [23.859, 10.274, -2.886], [25.600, 10.166, -2.575], [22.183, 2.289, -9.309], [23.483, 2.974, -9.731], [23.185, 4.321, -9.635], [22.259, 4.437, -8.612], [22.204, 5.347, -7.870], [21.550, 3.302, -8.519], [23.746, 2.632, -11.039], [22.324, 1.395, -8.701], [21.517, 2.003, -10.121], [24.383, 2.740, -9.168], [26.251, 3.227, -6.493], [26.693, 3.638, -5.090], [25.789, 4.661, -4.749], [24.931, 4.921, -5.761], [24.214, 5.856, -5.792], [25.095, 4.021, -6.757], [27.937, 4.208, -5.106], [25.943, 2.180, -6.541], [26.990, 3.365, -7.280], [26.687, 2.863, -4.329], [21.417, 12.976, -6.408], [21.500, 12.757, -4.909], [21.859, 11.415, -4.798], [21.570, 10.770, -5.966], [21.619, 9.602, -6.122], [21.246, 11.657, -6.922], [20.274, 12.939, -4.321], [22.344, 13.400, -6.805], [20.627, 13.634, -6.759], [22.213, 13.389, -4.387]], "mulliken_spin": [1.50, 0.24, 0.20, 0.00, 0.00, 0.00, 0.00, 0.00, 0.00, 0.00, 0.00, -0.01, 0.01, 0.00, 0.00, 0.00, 0.00, 0.00, 0.00, 0.00, -0.01, 0.02, 0.00, 0.00, 0.00, 0.00, 0.00, 0.00, 0.00, 0.00, 0.01, 0.02, 0.00, 0.00, 0.00, 0.00, 0.00, 0.00, 0.00, 0.00, 0.00, 0.01, 0.00, 0.00, 0.00, 0.00, 0.00]}

{"formula": "C12H15N3", "method": "ωB97M-V with the def2-TZVPD basis set", "s2": 2.036, "total_charge": 0, "spin_multiplicity": 3, "homo_energy_ha": [-0.193, -0.337], "homo_lumo_gap_ev": [6.13, 7.46], "elements": ["C", "C", "C", "C", "C", "C", "C", "C", "C", "C", "C", "C", "N", "N", "N", "H", "H", "H", "H", "H", "H", "H", "H", "H", "H", "H", "H", "H", "H", "H"], "positions_angstrom": [[-0.564, -1.774, 0.956], [4.117, -0.204, -0.403], [3.504, -1.435, -0.131], [3.281, 0.918, -0.573], [2.157, -1.548, 0.130], [1.866, 0.866, -0.267], [1.313, -0.369, 0.166], [-2.759, 0.027, -1.006], [-2.324, 0.453, 0.449], [-0.819, -1.127, -1.653], [-0.085, -0.556, 0.378], [-0.616, 1.201, 2.039], [-1.093, -2.771, 1.214], [-2.139, -1.164, -1.411], [-0.834, 0.592, 0.728], [5.192, -0.131, -0.515], [4.167, -2.345, -0.239], [3.833, 1.837, -0.589], [1.512, -2.490, 0.122], [1.337, 1.803, -0.130], [-3.905, 0.038, -1.040], [-2.472, 0.934, -1.676], [-2.720, 1.500, 0.682], [-2.779, -0.246, 1.210], [-0.509, -0.149, -2.214], [-0.482, -2.066, -1.845], [0.299, 0.853, 2.333], [-0.691, 2.308, 1.961], [-1.389, 0.755, 2.831], [-2.539, -1.818, -0.723]], "mulliken_spin": [-0.10, 0.19, -0.09, -0.12, 0.21, 0.26, -0.11, -0.04, 0.05, 0.82, 0.44, 0.05, 0.17, 0.23, 0.04, 0.01, 0.00, 0.00, 0.00, 0.02, 0.01, 0.00, 0.00, 0.00, -0.02, 0.01, 0.00, 0.00, 0.00, -0.01]}

{"formula": "C19H44N4O3P", "method": "ωB97M-V with the def2-TZVPD basis set", "total_charge": 1, "homo_energy_ha": -0.435, "homo_lumo_gap_ev": 7.85, "elements": ["C", "C", "P", "C", "N", "C", "N", "C", "C", "C", "N", "N", "C", "C", "C", "C", "O", "C", "C", "O", "O", "H", "H", "H", "H", "H", "H", "H", "H", "H", "H", "H", "H", "H", "H", "H", "H", "H", "H", "H", "H", "H", "H", "H", "H", "H", "H", "H", "H", "H", "H", "C", "C", "C", "C", "C", "C", "H", "H", "H", "H", "H", "H", "H", "H", "H", "H", "H", "H", "H", "H"], "positions_angstrom": [[1.458, -4.698, 4.256], [0.208, -5.174, 3.354], [-0.487, -3.839, 2.195], [-1.239, -4.814, 0.754], [0.840, -2.753, 1.615], [0.584, -1.770, 0.732], [-0.785, -1.688, 0.245], [-1.597, -0.587, 0.836], [-1.598, -0.481, 2.432], [-1.339, 1.085, 2.781], [-1.086, 1.334, 4.232], [1.724, -0.953, 0.332], [1.334, 0.334, -0.323], [2.512, 1.101, -1.084], [3.662, 1.685, -0.122], [3.637, 3.311, -0.184], [4.422, 3.925, 0.862], [2.609, -1.806, -0.521], [4.134, -1.625, -0.003], [5.030, -1.222, -0.786], [4.388, -1.893, 1.356], [1.161, -4.808, 5.351], [1.680, -3.607, 3.985], [2.344, -5.388, 3.995], [-0.654, -5.412, 4.086], [0.406, -6.168, 2.799], [-2.038, -5.500, 1.229], [-1.816, -4.126, 0.042], [-0.498, -5.460, 0.177], [1.817, -2.900, 1.931], [-0.852, -1.753, -0.780], [-1.285, 0.410, 0.377], [-2.689, -0.767, 0.506], [-2.653, -0.734, 2.815], [-0.865, -1.158, 2.977], [-2.286, 1.657, 2.459], [-0.482, 1.528, 2.165], [-0.468, 2.168, 4.270], [-0.547, 0.521, 4.576], [0.980, 1.045, 0.517], [0.441, 0.198, -1.026], [2.949, 0.497, -1.965], [2.022, 2.021, -1.584], [4.681, 1.350, -0.533], [3.597, 1.336, 0.961], [2.526, 3.623, -0.091], [3.956, 3.674, -1.231], [4.985, 3.251, 1.304], [2.519, -1.590, -1.648], [2.403, -2.937, -0.422], [5.330, -1.678, 1.580], [-2.050, 3.717, -1.050], [-3.086, 2.710, -1.532], [-2.497, 1.621, -2.429], [-1.880, 2.114, -3.743], [-2.824, 2.905, -4.649], [-4.019, 2.094, -5.133], [-1.601, 4.267, -1.880], [-2.515, 4.449, -0.384], [-1.249, 3.218, -0.494], [-3.895, 3.236, -2.047], [-3.538, 2.232, -0.656], [-3.281, 0.887, -2.649], [-1.725, 1.078, -1.868], [-1.504, 1.244, -4.294], [-1.003, 2.731, -3.523], [-2.258, 3.244, -5.523], [-3.173, 3.810, -4.142], [-3.691, 1.207, -5.682], [-4.637, 2.698, -5.802], [-4.650, 1.772, -4.301]], "mulliken_charge": [-0.82, -0.56, 0.25, -1.04, -0.10, -0.73, 0.00, 0.28, -0.40, -0.18, -0.62, 0.59, -0.42, -0.72, -0.83, -0.28, -0.53, -0.41, 0.35, -0.54, -0.46, 0.31, 0.19, 0.24, 0.34, 0.40, 0.38, 0.27, 0.36, 0.39, 0.41, -0.48, 0.48, 0.28, 0.13, 0.18, 0.10, 0.28, 0.26, -0.23, 0.32, 0.33, 0.43, 0.38, 0.41, 0.18, 0.26, 0.33, 0.27, 0.48, 0.39, -1.03, -0.60, 0.86, -0.78, -0.57, -1.19, 0.33, 0.40, 0.08, 0.39, 0.35, 0.46, -0.91, 0.44, 0.26, 0.40, 0.24, 0.29, 0.39, 0.28]}

{"formula": "C69H59BFO23", "method": "ωB97M-V with the def2-TZVPD basis set", "total_charge": -1, "homo_energy_ha": -0.142, "homo_lumo_gap_ev": 2.84, "elements": ["C", "C", "C", "C", "O", "C", "O", "B", "O", "C", "C", "F", "C", "C", "H", "H", "H", "H", "H", "H", "H", "H", "H", "H", "H", "H", "H", "H", "H", "H", "H", "H", "H", "C", "C", "C", "O", "C", "C", "C", "O", "H", "H", "H", "H", "C", "C", "C", "O", "C", "C", "C", "O", "H", "H", "H", "H", "C", "C", "C", "O", "C", "C", "C", "O", "H", "H", "H", "H", "C", "C", "C", "O", "C", "C", "C", "O", "H", "H", "H", "H", "C", "C", "C", "O", "C", "C", "C", "O", "H", "H", "H", "H", "C", "C", "C", "O", "C", "C", "C", "O", "H", "H", "H", "H", "C", "C", "C", "O", "C", "C", "C", "O", "H", "H", "H", "H", "C", "C", "C", "O", "C", "C", "C", "O", "H", "H", "H", "H", "C", "C", "C", "O", "C", "C", "C", "O", "H", "H", "H", "H", "C", "C", "C", "O", "C", "C", "C", "O", "H", "H", "H", "H"], "positions_angstrom": [[3.931, 0.010, -2.520], [3.097, -1.358, -2.869], [2.425, -2.111, -1.574], [1.864, -3.640, -1.943], [0.402, -3.707, -2.083], [-0.065, -3.189, -3.378], [-0.523, -4.168, -4.419], [-0.951, -3.214, -5.502], [-1.291, -1.874, -4.904], [-1.362, -2.188, -3.454], [-1.535, -0.971, -2.370], [-0.952, -1.254, -1.025], [-3.181, -0.825, -2.108], [-3.860, 0.253, -3.141], [3.380, 0.919, -3.054], [4.005, 0.270, -1.381], [4.982, -0.089, -3.058], [2.200, -1.040, -3.586], [3.706, -2.168, -3.467], [3.289, -2.272, -0.766], [1.597, -1.483, -1.026], [2.138, -4.298, -0.986], [2.462, -4.097, -2.849], [0.937, -2.810, -3.874], [-1.892, -3.493, -6.149], [0.071, -2.977, -6.065], [-2.263, -2.970, -3.447], [-1.107, 0.064, -2.710], [-3.737, -1.863, -2.285], [-3.328, -0.518, -0.980], [-4.254, -0.345, -4.072], [-4.803, 0.708, -2.579], [-3.101, 1.078, -3.476], [7.075, -1.693, 2.040], [6.604, -1.996, 0.827], [6.790, -1.083, -0.317], [6.358, -1.358, -1.428], [7.519, 0.177, -0.070], [7.990, 0.481, 1.144], [7.803, -0.433, 2.288], [8.236, -0.157, 3.399], [6.946, -2.351, 2.891], [6.068, -2.917, 0.629], [7.648, 0.836, -0.920], [8.526, 1.401, 1.342], [-8.471, 3.258, 0.408], [-7.815, 2.140, 0.081], [-7.000, 2.062, -1.147], [-6.401, 1.039, -1.448], [-6.935, 3.267, -1.998], [-7.591, 4.385, -1.670], [-8.406, 4.463, -0.442], [-9.005, 5.486, -0.141], [-9.074, 3.332, 1.305], [-7.852, 1.248, 0.695], [-6.332, 3.193, -2.894], [-7.554, 5.276, -2.284], [-0.429, 3.162, -3.123], [0.675, 2.856, -2.435], [1.812, 3.794, -2.353], [2.823, 3.514, -1.725], [1.681, 5.084, -3.061], [0.577, 5.389, -3.750], [-0.560, 4.451, -3.831], [-1.571, 4.731, -4.459], [-1.272, 2.485, -3.194], [0.786, 1.915, -1.910], [2.523, 5.761, -2.990], [0.466, 6.331, -4.275], [-5.442, 0.346, 4.351], [-4.233, 0.423, 4.916], [-3.176, 1.284, 4.348], [-2.068, 1.354, 4.864], [-3.507, 2.056, 3.134], [-4.716, 1.979, 2.570], [-5.773, 1.118, 3.137], [-6.880, 1.048, 2.622], [-6.228, -0.281, 4.754], [-3.975, -0.136, 5.807], [-2.721, 2.683, 2.731], [-4.974, 2.538, 1.678], [-7.444, -1.163, -3.598], [-7.894, -2.390, -3.317], [-8.558, -3.216, -4.345], [-8.972, -4.338, -4.088], [-8.704, -2.635, -5.694], [-8.254, -1.408, -5.975], [-7.590, -0.582, -4.947], [-7.177, 0.540, -5.204], [-6.956, -0.543, -2.856], [-7.794, -2.830, -2.333], [-9.192, -3.255, -6.436], [-8.354, -0.968, -6.960], [9.440, -5.514, 3.547], [10.649, -5.437, 4.112], [11.706, -4.576, 3.545], [12.813, -4.506, 4.060], [11.375, -3.804, 2.331], [10.166, -3.882, 1.766], [9.109, -4.742, 2.333], [8.002, -4.812, 1.818], [8.654, -6.141, 3.950], [10.907, -5.996, 5.003], [12.161, -3.177, 1.928], [9.908, -3.322, 0.875], [-2.653, 6.326, 8.230], [-2.144, 6.418, 6.997], [-1.945, 5.220, 6.159], [-1.478, 5.304, 5.031], [-2.332, 3.916, 6.734], [-2.841, 3.823, 7.966], [-3.040, 5.022, 8.805], [-3.507, 4.938, 9.932], [-2.805, 7.195, 8.858], [-1.856, 7.367, 6.561], [-2.180, 3.047, 6.105], [-3.128, 2.874, 8.402], [9.449, 4.625, 2.270], [9.220, 5.738, 2.974], [8.363, 6.817, 2.445], [8.155, 7.836, 3.087], [7.767, 6.617, 1.109], [7.995, 5.504, 0.405], [8.852, 4.425, 0.934], [9.060, 3.405, 0.292], [10.076, 3.824, 2.643], [9.650, 5.899, 3.956], [7.140, 7.417, 0.735], [7.565, 5.343, -0.577], [-1.298, -1.233, 10.102], [-1.868, -0.336, 9.290], [-3.104, -0.652, 8.547], [-3.624, 0.167, 7.803], [-3.686, -1.995, 8.737], [-3.117, -2.892, 9.549], [-1.881, -2.576, 10.292], [-1.360, -3.395, 11.037], [-0.391, -1.018, 10.654], [-1.453, 0.653, 9.141], [-4.593, -2.210, 8.186], [-3.532, -3.881, 9.698], [-1.051, -6.759, -9.053], [-1.280, -5.646, -8.349], [-2.137, -4.567, -8.878], [-2.345, -3.547, -8.236], [-2.733, -4.767, -10.214], [-2.505, -5.880, -10.918], [-1.648, -6.959, -10.389], [-1.440, -7.978, -11.031], [-0.424, -7.559, -8.679], [-0.850, -5.485, -7.367], [-3.360, -3.966, -10.588], [-2.935, -6.041, -11.900]], "mulliken_charge": [-0.76, -0.17, 0.03, -0.47, -0.38, -0.12, -0.84, 1.87, -0.95, 0.18, 1.26, -0.42, -0.62, 0.34, 0.20, 0.13, 0.21, 0.13, 0.31, -0.01, 0.15, 0.26, 0.27, -0.10, -0.43, -0.44, -0.06, -0.47, 0.18, 0.19, 0.14, -0.51, 0.15, -0.50, -0.37, 0.38, -0.52, -0.43, -0.30, 0.40, -0.62, 0.48, 0.46, 0.50, 0.47, -0.35, -0.32, 0.40, -0.65, -0.34, -0.46, 0.29, -0.58, 0.43, 0.44, 0.51, 0.42, 0.06, -0.42, 0.27, -0.55, -0.46, -0.42, 0.31, -0.57, 0.45, 0.59, 0.41, 0.40, -0.42, -0.28, 0.38, -0.66, -0.57, -0.10, 0.47, -0.55, 0.43, 0.25, 0.53, 0.50, 0.13, -0.47, 0.32, -0.58, -0.38, -0.47, 0.34, -0.55, 0.49, 0.44, 0.41, 0.42, -0.42, -0.37, 0.35, -0.56, -0.37, -0.19, 0.38, -0.52, 0.42, 0.40, 0.41, 0.49, -0.42, -0.43, 0.14, -0.55, -0.20, -0.28, 0.29, -0.56, 0.41, 0.41, 0.65, 0.55, -0.24, -0.37, 0.34, -0.56, -0.34, -0.42, 0.51, -0.57, 0.42, 0.40, 0.40, 0.43, -0.39, -0.28, 0.54, -0.54, -0.33, -0.42, 0.30, -0.55, 0.41, 0.43, 0.43, 0.40, -0.45, -0.06, 0.25, -0.53, -0.40, -0.40, 0.33, -0.60, 0.42, 0.47, 0.41, 0.38]}